No. 1
Entry from OMol25: a molecular structure, C42H41ClO2P2Ti (ωB97M-V/def2-TZVPD).

Output
Relative energy (zero: lowest compared OMol25 entry of this formula, charge and spin)   134.16 kJ/mol
F_max   0.055 Eh/bohr
Multiplicity   3
Total charge   0
<S²>   2.020

The geometry in XYZ format:
```
89
Properties=species:S:1:pos:R:3:forces:R:3
Ti 1.44798 -1.07805 0.87578 0.154 0.154 -0.364
C -2.75897 0.34057 4.50513 -0.244 -1.032 -0.489
C -2.98135 0.18470 3.17888 -0.639 -0.135 1.362
C -3.42875 1.20385 2.17568 -0.648 0.487 -0.491
C -2.24677 1.91872 1.57350 0.733 -0.716 -0.822
C -1.47195 2.75369 2.52802 0.799 0.639 0.348
C -1.85533 3.20756 3.72893 0.005 0.414 -0.445
C -3.09899 2.85203 4.50588 -0.967 0.471 1.256
C -2.99554 1.54501 5.35884 -0.094 1.141 -1.137
C 3.24505 -1.97592 1.36422 1.041 -0.344 -0.011
H -2.49597 -0.55177 5.09294 0.008 0.184 -0.441
H -2.97813 -0.81747 2.73718 0.424 0.347 0.496
H -4.06588 2.00515 2.55040 -0.295 -0.767 -0.120
H -3.96737 0.67946 1.37148 0.068 0.171 0.223
H -1.60218 1.11657 1.17429 0.228 0.395 -0.074
H -2.52359 2.54313 0.69708 -0.011 -0.264 0.437
H -0.46836 3.03412 2.15156 -0.681 0.128 0.256
H -1.26756 4.01787 4.21366 -0.006 -0.965 -0.320
H -4.07635 2.84259 3.96431 1.107 0.203 0.428
H -3.21005 3.64996 5.25635 -0.136 -0.070 -0.206
H -2.25606 1.72153 6.13656 0.452 -0.385 -0.064
H -3.93407 1.43834 5.91111 -0.087 -0.153 -0.100
H 3.29512 -2.24389 2.45913 0.376 0.622 -1.125
H 3.98499 -1.21060 0.98319 -0.118 -0.855 0.728
H 3.39658 -2.91558 0.80956 0.185 0.200 -0.024
P 0.21698 -1.88781 -2.19220 -1.390 -1.211 -1.662
P 1.76325 0.43655 -2.63010 0.610 1.722 -1.334
C -0.75356 -0.44446 -2.72181 1.857 1.760 -0.179
C 0.01918 0.60858 -3.11794 -0.955 -2.101 0.524
C -0.27003 -2.90987 -3.81639 0.630 0.073 0.717
C -1.24518 -2.49782 -4.73378 -0.235 -0.087 -0.127
C -1.62031 -3.30437 -5.82108 0.541 0.099 0.411
C -0.92450 -4.48315 -6.08114 0.180 0.075 0.364
C 0.14483 -4.84289 -5.24922 -0.048 0.276 0.253
C 0.45699 -4.08319 -4.11081 -0.461 0.265 -0.228
C -0.97834 -2.41794 -0.95669 -0.149 -0.202 0.343
C -0.68626 -2.01551 0.37449 -0.591 1.147 -0.696
C -1.60785 -2.39119 1.37493 -0.011 0.082 0.488
C -2.72920 -3.15983 1.07136 0.648 -0.318 -0.738
C -2.93639 -3.58686 -0.24641 -0.319 0.222 0.173
C -2.11433 -3.13042 -1.27582 0.072 -0.629 0.415
C 2.40043 0.66732 -4.39477 -0.091 0.092 0.070
C 2.04180 -0.25265 -5.40628 0.212 0.428 0.064
C 2.42787 -0.00925 -6.72955 0.237 0.288 0.150
C 3.19453 1.12858 -7.04726 -0.122 -0.023 0.321
C 3.52099 2.05777 -6.04830 -0.223 -0.545 -0.130
C 3.11077 1.82539 -4.73358 -0.027 -0.102 -0.334
C 2.00449 2.15700 -2.01863 0.240 -0.237 0.075
C 3.25992 2.43301 -1.45006 -0.418 0.541 0.040
C 3.52501 3.70285 -0.93281 -0.505 -0.249 -0.124
C 2.50339 4.66714 -0.92738 0.439 -0.050 0.053
C 1.27690 4.40222 -1.52618 -0.102 -0.254 0.008
C 1.02198 3.14402 -2.08341 0.662 0.478 0.425
H -1.82876 -0.50008 -2.75114 -0.272 0.041 -0.342
H -0.31331 1.41160 -3.76494 -0.195 0.190 0.302
H -1.73202 -1.52495 -4.64549 0.047 -0.401 0.157
H -2.43662 -2.97933 -6.45840 0.140 -0.057 -0.003
H -1.20271 -5.11298 -6.92400 0.117 0.146 0.143
H 0.75353 -5.71476 -5.48282 -0.213 0.106 0.067
H 1.27751 -4.38661 -3.46037 -0.200 0.018 -0.133
H -0.24467 -0.88209 0.33819 -1.230 -1.310 0.071
H -1.43819 -2.13905 2.42537 0.067 0.181 -0.553
H -3.44005 -3.44214 1.83866 0.194 -0.087 0.081
H -3.73171 -4.28930 -0.46328 -0.235 0.271 -0.055
H -2.32812 -3.33035 -2.32424 0.016 -0.326 0.281
H 1.42619 -1.13068 -5.17607 0.287 0.312 -0.038
H 2.12353 -0.70312 -7.52075 0.181 0.253 0.329
H 3.52540 1.29770 -8.07362 -0.170 -0.057 0.278
H 4.07681 2.96979 -6.27436 -0.153 -0.320 -0.057
H 3.30750 2.59113 -3.98470 0.070 -0.290 -0.183
H 4.01742 1.65058 -1.43376 -0.067 0.155 0.044
H 4.51013 3.91933 -0.52984 -0.205 0.050 0.068
H 2.68039 5.62476 -0.43504 -0.042 -0.194 -0.277
H 0.49584 5.16229 -1.55799 0.238 -0.137 0.080
H 0.06897 2.95923 -2.55117 -0.049 0.016 0.067
Cl 0.33523 0.28229 9.01984 0.535 -0.062 0.185
C 0.80725 -0.01422 7.38108 -0.151 0.063 -1.033
C 0.74951 -1.31261 6.86485 -0.063 0.152 0.554
C 0.72903 -1.49278 5.49520 0.108 0.446 -0.400
C 0.83446 -0.36734 4.65728 0.135 0.439 -0.548
C 0.94620 0.92755 5.15711 0.066 -0.836 0.428
C 1.01276 1.07629 6.52705 -0.190 0.216 0.689
C 0.93863 -0.51898 3.19224 -0.856 -1.196 -2.444
O 0.89868 -1.69978 2.68977 -0.468 0.209 1.951
O 1.03926 0.40823 2.28155 0.235 0.020 1.837
H 0.74429 -2.15335 7.55921 -0.379 0.182 -0.259
H 0.55864 -2.48076 5.07173 0.395 0.240 -0.019
H 0.90553 1.77390 4.48675 0.392 -0.001 -0.046
H 1.22365 2.04579 6.95321 -0.420 0.156 0.133
```
Forces are in eV/Å.

Löwdin atomic charge list, values in e, 4 entries:
1. Ti 0.869
2. C -0.095
3. C -0.083
4. C -0.209

---

No. 2
Entry from OMol25: a molecular structure, C42H41MnO3P2S5 (ωB97M-V/def2-TZVPD).

Output
F_max   0.070 Eh/bohr
Multiplicity   5
Calculated total energy   -154435.4510 eV
Total charge   0
<S²>   6.244

The geometry in XYZ format:
```
94
Properties=species:S:1:pos:R:3:forces:R:3
Mn 1.04950 0.98084 0.19486 -0.027 0.435 -0.226
S 3.35315 0.01826 0.73213 -0.891 -0.499 -0.432
P 2.17116 -1.46336 -0.11511 0.905 0.267 0.124
C 0.86905 -0.70745 -0.88012 0.845 -0.596 1.318
P 0.48146 -0.06376 -2.33520 -2.227 0.665 -1.202
S 0.30851 1.90920 -1.91893 0.383 0.085 0.001
C -1.23948 -0.62974 -2.76047 0.154 0.438 -0.086
C -2.17731 0.21915 -3.32448 -2.201 -2.472 -0.076
C -3.52060 -0.18692 -3.52188 0.756 -0.891 1.642
C -3.99512 -1.44335 -3.03213 1.857 1.019 -0.310
C -3.06272 -2.28320 -2.42697 1.129 0.266 -0.925
C -1.69480 -1.84764 -2.35184 -1.381 -1.785 1.052
C 1.44870 -0.37823 -3.80744 0.764 1.065 -0.199
C 1.56615 -1.68858 -4.23036 0.310 -0.900 -0.183
C 2.57442 -2.03311 -5.12258 -0.949 -1.130 0.686
C 3.36275 -1.03587 -5.62887 1.226 -1.640 -1.792
C 3.18697 0.26674 -5.38732 -0.941 2.974 1.208
C 2.23909 0.61958 -4.41107 0.244 1.373 0.648
C 1.52089 -2.56284 1.16316 -1.333 -1.263 1.333
C 0.09179 -2.58926 1.28431 2.363 0.275 -0.406
C -0.50222 -3.41582 2.20243 -1.542 -0.732 0.905
C 0.20242 -4.33270 2.98235 0.204 0.472 -0.170
C 1.58150 -4.35113 2.83530 0.472 -0.259 0.454
C 2.24789 -3.44455 2.03725 -1.381 0.919 -2.037
C 3.11279 -2.50119 -1.26067 -0.735 -1.184 0.941
C 4.19582 -2.07327 -1.97972 0.398 1.986 -1.071
C 4.93006 -2.97294 -2.73967 -0.207 -0.758 -0.453
C 4.50560 -4.30209 -2.81834 0.449 0.023 -1.075
C 3.33388 -4.70182 -2.21699 0.529 -0.361 0.210
C 2.70093 -3.83511 -1.37786 -0.199 0.472 0.920
H -1.91389 1.16729 -3.56986 0.726 2.776 -0.832
H -4.25492 0.52028 -3.83620 -0.203 0.434 -0.546
H -5.02569 -1.70566 -3.14270 -0.423 -0.164 -0.007
H -3.31017 -3.31946 -2.14852 0.075 0.731 0.183
H -1.03157 -2.48110 -1.78087 0.259 -0.258 -0.078
H 0.92827 -2.47197 -3.82412 0.061 0.164 0.041
H 2.72556 -3.10230 -5.36466 -0.007 0.870 0.011
H 4.13485 -1.28751 -6.32549 0.417 -0.369 -0.347
H 3.76335 1.07854 -5.88309 -0.335 -0.903 0.432
H 2.21091 1.71245 -4.06207 -0.304 -1.857 -0.480
H -0.45669 -1.90688 0.65489 -0.257 -0.082 0.084
H -1.59201 -3.35421 2.34414 0.485 0.008 -0.184
H -0.26854 -4.97506 3.73660 0.009 0.285 -0.568
H 2.19431 -5.08429 3.35689 -0.208 0.154 0.134
H 3.29618 -3.53009 1.92806 1.038 0.108 0.056
H 4.33095 -0.96316 -2.07384 0.435 -1.163 0.386
H 5.76488 -2.71808 -3.38826 -0.059 0.430 0.429
H 5.05132 -5.00844 -3.45604 -0.118 0.325 0.314
H 2.95852 -5.70517 -2.25967 0.089 -0.427 -0.246
H 1.97901 -4.27495 -0.70713 -0.548 0.368 -0.058
C -3.78060 3.71954 0.20557 0.109 0.955 -0.298
C -2.45829 3.55617 -0.50698 0.374 -1.736 0.602
O -1.43875 4.32659 0.14224 0.317 -0.430 0.244
C -0.67650 5.12597 -0.75296 -2.543 -0.457 -2.485
C 0.28872 6.02108 -0.11017 0.922 -0.067 0.533
H -4.17235 4.72191 -0.01851 -0.144 -0.226 0.269
H -3.61043 3.63385 1.27193 -0.153 -0.050 0.228
H -4.50584 2.96781 -0.09240 -0.011 -0.094 -0.107
H -2.50179 3.81833 -1.54691 -0.174 0.324 -0.638
H -2.22553 2.44717 -0.49342 0.273 1.183 0.094
H -1.46720 5.74278 -1.25894 0.700 -0.168 -0.119
H -0.22992 4.48989 -1.58118 -0.184 0.598 1.069
H -0.19821 6.75767 0.54410 0.244 -0.095 -0.320
H 0.89855 6.47633 -0.91404 -0.296 0.072 0.621
H 0.92250 5.36945 0.48672 0.422 0.284 0.249
O -0.02866 0.70696 1.71482 0.645 -0.025 -0.265
C -0.92226 0.67753 2.71366 0.089 0.039 1.568
C -2.28206 0.42667 2.14696 0.693 -0.128 -0.831
C -3.42871 0.60783 2.77788 -3.247 -0.634 -0.082
C -4.59284 0.17310 1.96115 1.761 0.529 0.441
C -4.18932 -0.20064 0.70216 -1.033 0.102 1.543
S -2.49999 -0.21381 0.52583 0.500 0.600 0.504
C -0.52238 -0.40164 3.75823 -0.133 0.646 -1.479
C 0.75946 -0.84803 3.92176 -1.271 0.394 -0.034
C 0.82648 -1.74033 4.99420 -0.168 -0.532 1.754
C -0.38166 -1.93629 5.64081 0.257 0.708 -0.813
S -1.65563 -1.01877 4.86521 1.088 -0.908 0.523
C -0.88443 2.02267 3.55582 0.209 0.328 -0.986
C -1.19793 3.30494 3.12550 0.752 0.150 1.800
C -0.65850 4.28216 4.05825 -1.010 0.506 -0.555
C -0.01142 3.74418 5.13434 0.247 1.654 -0.168
S 0.01105 2.08461 5.04855 0.010 -1.461 -0.427
H -3.51792 0.97366 3.80048 0.036 -0.003 -0.312
H -5.59975 0.13035 2.35803 0.004 0.199 -0.306
H -4.88977 -0.47758 -0.05856 0.152 -0.297 -0.477
H 1.56357 -0.48694 3.31340 0.300 -0.057 -0.201
H 1.76840 -2.12657 5.38353 -0.306 -0.163 -0.167
H -0.59113 -2.46288 6.55144 0.046 -0.266 0.067
H -1.78349 3.62990 2.27665 0.208 -0.413 -0.090
H -0.87135 5.35855 3.95658 0.343 -0.610 -0.023
H 0.51872 4.31270 5.91772 -0.556 -0.560 -0.432
O 1.29793 2.87663 1.11226 -0.387 0.247 0.795
H 2.10562 2.77958 1.65597 -0.702 0.174 -0.036
H 0.48669 2.88684 1.73045 1.508 -0.005 -0.778
```
Forces are in eV/Å.

Löwdin atomic charge list, values in e, 4 entries:
1. Mn 0.436
2. S 0.316
3. P 0.491
4. C -0.623

---

No. 3
Entry from OMol25: a molecular structure, C42H41N4OP2SW (ωB97M-V/def2-TZVPD).

Output
Relative energy (zero: lowest compared OMol25 entry of this formula, charge and spin)   41.30 kJ/mol
F_max   0.016 Eh/bohr
Multiplicity   1
Total charge   +3

The geometry in XYZ format:
```
92
Properties=species:S:1:pos:R:3:forces:R:3
W 0.34235 0.04803 1.36596 0.070 -0.284 0.744
C 2.27888 -0.90497 5.27394 0.008 0.005 -0.014
C 1.48009 -0.36340 4.14844 -0.017 0.036 0.038
N 1.55714 -0.79044 2.92620 -0.137 0.272 -0.128
N 2.42634 -1.79256 2.59655 -0.005 0.019 0.116
C 2.33302 -2.03062 1.33176 0.054 -0.082 -0.229
O 1.48621 -1.27241 0.57588 0.000 -0.056 -0.009
C 3.08357 -3.06046 0.64127 0.018 0.025 0.022
C 3.85318 -3.96362 1.38400 0.038 -0.016 -0.018
C 4.58072 -4.93846 0.73032 0.000 0.000 0.004
C 4.54864 -5.01594 -0.65823 -0.006 0.013 -0.010
C 3.78501 -4.12030 -1.39865 0.006 -0.019 0.010
C 3.04746 -3.14418 -0.75474 -0.014 0.018 -0.020
C 0.51872 0.73728 4.32792 0.022 -0.034 -0.040
C 0.28614 1.30136 5.56685 -0.007 0.005 0.015
C -0.64860 2.32131 5.69297 -0.001 0.010 0.017
C -1.32201 2.75027 4.56383 -0.007 -0.011 -0.035
C -1.03305 2.16371 3.34488 0.005 0.004 0.005
N -0.13488 1.17246 3.20423 0.120 -0.015 -0.083
H 2.88308 -1.74439 4.94854 -0.003 0.004 -0.011
H 1.62184 -1.22191 6.08611 0.001 -0.004 0.003
H 2.93424 -0.12328 5.66765 -0.004 -0.006 0.013
H 3.87530 -3.89805 2.46287 -0.015 0.017 0.001
H 5.17558 -5.64009 1.29828 -0.001 -0.001 0.000
H 5.12372 -5.77947 -1.16500 -0.001 0.002 -0.003
H 3.77023 -4.18695 -2.47809 -0.002 0.001 0.000
H 2.44964 -2.44636 -1.32703 -0.010 0.006 0.013
H 0.82915 0.94706 6.43097 0.003 -0.007 -0.003
H -0.84040 2.77031 6.65850 -0.002 0.000 -0.001
H -2.05889 3.53979 4.60813 0.003 0.003 0.010
H -1.52900 2.50198 2.44723 0.007 0.000 0.017
C -0.54279 0.91601 -6.28400 0.019 0.022 -0.044
S -2.17018 0.63875 -5.55935 -0.040 -0.005 0.011
C -2.36206 2.18244 -4.63660 0.014 0.041 -0.002
C -1.64480 2.17150 -3.28545 0.002 0.006 -0.008
C -2.31627 1.19226 -2.33514 0.017 -0.033 0.032
N -1.45998 0.82369 -1.18035 -0.016 -0.035 0.047
P -1.11666 -0.68242 -0.49813 -0.154 0.037 -0.181
C -0.64173 -1.85257 -1.74288 0.008 -0.024 0.003
C -0.58104 -3.20358 -1.38147 -0.013 -0.015 0.026
C -0.16407 -4.14168 -2.30796 0.007 0.009 -0.026
C 0.18246 -3.73921 -3.59343 -0.003 0.001 0.000
C 0.11629 -2.39983 -3.95510 0.008 -0.023 -0.001
C -0.28649 -1.44987 -3.03104 0.008 0.030 0.007
C -2.42999 -1.38687 0.49312 -0.049 -0.021 -0.020
C -3.53254 -2.06409 -0.02774 0.009 0.024 -0.003
C -4.46205 -2.62638 0.83220 -0.015 -0.013 0.028
C -4.28925 -2.54030 2.20991 -0.003 0.006 0.019
C -3.18967 -1.88378 2.74932 -0.026 0.016 -0.055
C -2.27416 -1.30971 1.88276 0.075 0.038 -0.064
P -0.60062 1.76749 -0.10666 -0.175 0.084 -0.141
C -1.22890 3.41864 -0.00715 0.012 -0.027 0.050
C -2.58847 3.60251 0.27321 -0.047 -0.009 -0.004
C -3.10126 4.88589 0.33225 0.024 0.007 0.000
C -2.26128 5.97740 0.12543 -0.001 -0.015 0.006
C -0.91065 5.79287 -0.14188 -0.019 0.021 0.001
C -0.38537 4.51209 -0.21136 0.037 0.008 -0.031
C 1.14859 1.56283 -0.29940 0.057 -0.147 -0.146
C 1.86333 1.73463 0.92773 0.118 0.073 0.105
C 3.26486 1.38429 0.95581 -0.071 0.039 0.005
C 3.86206 0.87486 -0.14536 0.033 -0.010 -0.031
C 3.13414 0.71561 -1.36688 0.045 -0.015 0.009
C 1.82290 1.04450 -1.45339 -0.043 0.053 0.062
H -0.32826 0.05585 -6.91575 0.006 -0.005 0.007
H 0.24601 1.00895 -5.53547 -0.007 -0.009 0.012
H -0.55471 1.80362 -6.91414 0.003 -0.001 0.007
H -3.43388 2.33702 -4.49891 -0.006 -0.023 0.002
H -2.00650 3.00774 -5.25289 0.007 -0.005 0.004
H -1.64070 3.17771 -2.85659 -0.008 0.000 0.006
H -0.59885 1.88195 -3.43452 -0.004 0.002 -0.011
H -2.53250 0.26288 -2.86687 -0.001 0.003 0.002
H -3.26084 1.58975 -1.96008 -0.002 0.022 -0.018
H -0.86613 -3.52618 -0.38651 0.003 0.010 -0.001
H -0.11961 -5.18730 -2.03562 -0.002 0.001 0.007
H 0.49090 -4.47785 -4.32156 0.001 0.003 -0.001
H 0.36158 -2.09551 -4.96369 0.000 0.000 0.001
H -0.36644 -0.41522 -3.33945 0.008 -0.009 0.013
H -3.65720 -2.16129 -1.09956 0.009 0.006 -0.002
H -5.32200 -3.14573 0.43145 0.003 0.001 -0.007
H -5.01400 -2.99462 2.87237 -0.005 -0.002 -0.008
H -3.05690 -1.82655 3.82083 0.009 -0.002 0.001
H -1.43138 -0.79305 2.39134 0.002 -0.012 -0.072
H -3.24496 2.75201 0.42885 0.006 -0.011 -0.010
H -4.15261 5.04020 0.53342 -0.002 0.001 -0.001
H -2.66735 6.97925 0.16922 0.005 0.002 -0.004
H -0.26895 6.64704 -0.30955 0.000 0.000 0.003
H 0.66285 4.37087 -0.44560 -0.001 -0.019 0.003
H 1.52045 2.46869 1.65143 0.034 0.019 -0.004
H 3.83068 1.57901 1.85729 0.003 -0.001 0.001
H 4.91591 0.63089 -0.12691 -0.001 -0.003 0.004
H 3.65727 0.35279 -2.24223 -0.007 0.004 -0.005
H 1.28039 0.94342 -2.38290 0.002 -0.001 -0.006
```
Forces are in eV/Å.

Löwdin atomic charge list, values in e, 4 entries:
1. W 1.444
2. C 0.025
3. C -0.198
4. N -0.074

---

- Among the records above, which one has the highest multiplicity?
  C42H41MnO3P2S5